(1)
{"formula": "C38H35F5N3O4PRhS3Te", "method": "the ωB97M-V functional and the def2-TZVPD basis", "elements": ["Rh", "S", "C", "N", "C", "C", "N", "C", "C", "C", "C", "C", "C", "C", "C", "S", "C", "C", "C", "C", "C", "C", "C", "H", "H", "H", "H", "H", "H", "H", "H", "H", "H", "H", "H", "H", "H", "H", "H", "H", "H", "O", "C", "N", "S", "O", "O", "C", "C", "C", "C", "C", "C", "H", "H", "H", "H", "F", "Te", "F", "F", "F", "F", "O", "C", "P", "C", "C", "C", "C", "C", "C", "C", "C", "C", "C", "C", "C", "H", "H", "H", "H", "H", "H", "H", "H", "H", "H", "H", "H", "H"], "positions_angstrom": [[0.074, 1.197, -0.849], [-0.109, -1.065, -0.246], [0.297, -1.086, 1.436], [0.025, -2.163, 2.183], [0.562, -2.210, 3.537], [0.424, -0.848, 4.178], [1.096, 0.143, 3.347], [1.825, 1.216, 4.030], [3.065, 0.663, 4.685], [3.159, 0.570, 6.068], [4.295, 0.033, 6.658], [5.339, -0.417, 5.864], [5.252, -0.325, 4.480], [4.118, 0.212, 3.893], [0.938, 0.022, 2.016], [1.421, 1.359, 0.992], [-0.539, -3.405, 1.652], [0.516, -4.476, 1.504], [1.595, -4.287, 0.643], [2.573, -5.261, 0.528], [2.481, -6.433, 1.268], [1.409, -6.628, 2.124], [0.431, -5.649, 2.243], [1.609, -2.527, 3.515], [-0.003, -2.950, 4.103], [0.886, -0.839, 5.163], [-0.628, -0.558, 4.256], [1.147, 1.649, 4.768], [2.050, 2.003, 3.315], [2.347, 0.935, 6.688], [4.366, -0.030, 7.735], [6.226, -0.834, 6.322], [6.071, -0.665, 3.861], [4.057, 0.290, 2.812], [-1.029, -3.179, 0.708], [-1.313, -3.734, 2.348], [1.667, -3.377, 0.058], [3.408, -5.110, -0.144], [3.245, -7.194, 1.173], [1.332, -7.540, 2.700], [-0.408, -5.803, 2.912], [-2.960, 2.145, -1.678], [-2.760, 2.230, -0.487], [-1.658, 1.692, 0.144], [-1.715, 1.870, 1.772], [-1.951, 0.622, 2.450], [-0.553, 2.612, 2.232], [-3.167, 2.857, 1.777], [-3.800, 3.448, 2.851], [-4.963, 4.155, 2.572], [-5.456, 4.246, 1.272], [-4.803, 3.635, 0.210], [-3.643, 2.935, 0.485], [-3.410, 3.373, 3.857], [-5.494, 4.647, 3.375], [-6.363, 4.807, 1.091], [-5.171, 3.705, -0.805], [2.894, 3.346, -1.908], [1.322, 3.289, -2.933], [-0.444, 4.033, -3.219], [1.814, 5.008, -3.382], [2.265, 2.642, -4.469], [1.687, 0.959, -1.980], [0.475, 3.058, -1.082], [-2.279, -0.774, -2.645], [-1.035, 0.488, -3.058], [0.168, -0.485, -4.047], [0.149, -0.505, -5.443], [1.000, -1.337, -6.157], [1.877, -2.177, -5.495], [1.892, -2.185, -4.108], [1.053, -1.347, -3.396], [-1.897, 1.540, -4.267], [-1.182, 2.335, -5.162], [-1.831, 3.090, -6.123], [-3.214, 3.056, -6.208], [-3.937, 2.266, -5.327], [-3.286, 1.520, -4.358], [-2.626, -1.217, -3.579], [-3.108, -0.332, -2.097], [-1.830, -1.556, -2.040], [-0.553, 0.092, -6.001], [0.962, -1.328, -7.238], [2.543, -2.823, -6.052], [2.571, -2.837, -3.573], [1.128, -1.355, -2.321], [-0.102, 2.348, -5.160], [-1.254, 3.699, -6.807], [-3.727, 3.642, -6.959], [-5.017, 2.232, -5.384], [-3.880, 0.940, -3.668]], "atomic_forces_ev_per_a": [[-0.8, 0.1, -0.6], [0.0, 0.1, 0.0], [0.0, -0.1, 0.1], [0.0, 0.1, -0.1], [0.0, 0.0, 0.0], [0.0, 0.1, 0.0], [0.0, -0.1, 0.0], [-0.1, 0.0, 0.0], [0.0, 0.0, 0.0], [0.0, 0.0, 0.0], [0.0, 0.0, 0.0], [0.0, 0.0, 0.0], [0.0, 0.0, 0.0], [0.0, 0.0, 0.0], [0.0, 0.1, -0.1], [0.2, 0.1, 0.3], [0.0, 0.0, 0.1], [0.0, 0.0, 0.0], [0.0, 0.0, 0.0], [0.0, 0.0, 0.0], [0.0, 0.0, 0.0], [0.0, 0.0, 0.0], [0.0, 0.0, 0.0], [0.0, 0.0, 0.0], [0.0, 0.0, 0.0], [0.0, 0.0, 0.0], [0.0, 0.0, 0.0], [0.0, 0.0, 0.0], [0.0, 0.0, 0.0], [0.0, 0.0, 0.0], [0.0, 0.0, 0.0], [0.0, 0.0, 0.0], [0.0, 0.0, 0.0], [0.0, 0.0, 0.0], [0.0, 0.0, 0.0], [0.0, 0.0, 0.0], [0.0, 0.0, 0.0], [0.0, 0.0, 0.0], [0.0, 0.0, 0.0], [0.0, 0.0, 0.0], [0.0, 0.0, 0.0], [0.0, 0.1, 0.1], [0.1, 0.0, -0.1], [0.3, -0.3, 0.1], [0.0, 0.2, 0.2], [0.0, -0.1, -0.1], [-0.1, 0.0, -0.1], [0.1, 0.0, 0.0], [0.0, 0.0, 0.0], [0.0, 0.0, 0.0], [0.0, 0.0, 0.0], [0.0, 0.0, 0.0], [0.0, 0.0, 0.0], [0.0, 0.0, 0.0], [0.0, 0.0, 0.0], [0.0, 0.0, 0.0], [0.0, 0.0, 0.0], [0.1, 0.1, -0.1], [0.5, -0.3, 0.8], [0.1, 0.1, -0.1], [0.0, 0.1, 0.1], [-0.1, 0.1, -0.2], [0.0, 0.1, -0.1], [-0.3, -0.1, -0.4], [0.0, 0.0, 0.0], [-0.2, -0.4, 0.2], [0.1, 0.0, 0.0], [-0.2, 0.0, 0.0], [0.0, 0.0, 0.0], [0.0, 0.0, 0.0], [0.0, 0.0, 0.0], [0.1, 0.1, 0.1], [0.3, 0.2, -0.1], [-0.1, -0.1, -0.1], [0.0, 0.0, 0.0], [0.0, 0.0, 0.0], [0.0, 0.0, 0.0], [-0.1, 0.0, 0.0], [0.0, 0.0, 0.0], [0.0, 0.0, 0.0], [0.0, 0.0, 0.0], [-0.1, 0.2, 0.0], [0.0, 0.0, 0.0], [0.0, 0.0, 0.0], [0.0, 0.0, 0.0], [0.0, 0.0, -0.1], [0.1, -0.1, 0.0], [0.0, 0.0, 0.0], [0.0, 0.0, 0.0], [0.0, 0.0, 0.0], [0.0, 0.0, 0.0]], "charge": 1, "e_homo_ev": [-10.2720, -11.3818], "spin_multiplicity": 5, "orbital_gap_ev": [6.376, 5.448], "lumo_ha": [-0.1432, -0.2181]}

***

(2)
{"formula": "C32H42N2O11S3V", "method": "the ωB97M-V functional and the def2-TZVPD basis", "elements": ["V", "C", "C", "C", "C", "C", "C", "C", "N", "C", "C", "C", "C", "C", "C", "C", "N", "C", "C", "C", "C", "H", "H", "H", "H", "H", "H", "H", "H", "H", "H", "H", "H", "H", "H", "H", "H", "H", "H", "H", "H", "H", "H", "H", "H", "O", "S", "O", "O", "C", "C", "C", "C", "C", "C", "S", "O", "O", "O", "H", "H", "H", "H", "O", "C", "O", "C", "O", "O", "C", "C", "C", "S", "O", "C", "C", "C", "H", "H", "H", "H", "H", "H", "H", "H", "H", "H", "H", "H", "H", "H"], "positions_angstrom": [[0.248, -1.481, -0.613], [6.335, -1.902, 3.157], [5.298, -0.784, 3.262], [4.754, -0.772, 4.697], [5.999, 0.551, 2.976], [4.146, -0.969, 2.273], [4.106, -2.037, 1.346], [3.022, -2.145, 0.503], [2.015, -1.274, 0.486], [2.027, -0.219, 1.359], [3.098, -0.082, 2.269], [0.887, 0.628, 1.320], [0.793, 1.875, 1.985], [-0.343, 2.632, 1.896], [-1.421, 2.119, 1.123], [-1.274, 0.917, 0.481], [-0.154, 0.187, 0.549], [-0.492, 3.995, 2.563], [-1.695, 3.968, 3.515], [-0.728, 5.057, 1.481], [0.746, 4.391, 3.367], [7.128, -1.733, 3.889], [6.792, -1.933, 2.167], [5.892, -2.879, 3.357], [5.575, -0.667, 5.412], [4.219, -1.698, 4.914], [4.062, 0.055, 4.854], [6.827, 0.705, 3.674], [5.307, 1.387, 3.076], [6.395, 0.567, 1.959], [4.884, -2.782, 1.292], [2.932, -2.958, -0.209], [3.070, 0.729, 2.985], [1.647, 2.223, 2.547], [-2.355, 2.654, 1.025], [-2.069, 0.478, -0.111], [-2.621, 3.748, 2.985], [-1.808, 4.938, 4.009], [-1.562, 3.202, 4.281], [-1.623, 4.833, 0.899], [0.116, 5.096, 0.790], [-0.853, 6.045, 1.935], [0.960, 3.662, 4.151], [0.582, 5.362, 3.841], [1.627, 4.474, 2.728], [-4.191, -1.620, -0.938], [-3.078, -2.377, -1.479], [-3.241, -2.777, -2.858], [-1.797, -1.720, -1.217], [-3.084, -3.941, -0.555], [-3.828, -4.941, -1.172], [-4.017, -6.179, -0.577], [-3.450, -6.440, 0.659], [-2.691, -5.459, 1.279], [-2.498, -4.218, 0.686], [-1.451, -3.070, 1.598], [-1.118, -3.726, 2.844], [-0.249, -2.985, 0.721], [-2.174, -1.830, 1.705], [-4.248, -4.730, -2.146], [-4.599, -6.936, -1.089], [-3.583, -7.403, 1.139], [-2.221, -5.636, 2.236], [1.969, -2.906, -3.959], [1.485, -2.268, -3.046], [0.943, -2.753, -1.975], [1.525, -0.704, -3.031], [2.126, -0.060, -3.869], [0.894, -0.198, -2.011], [-1.817, 3.472, -2.124], [-0.581, 2.865, -2.775], [-0.882, 1.987, -3.983], [-1.624, 0.398, -3.470], [-1.172, -0.608, -4.463], [-3.405, 0.694, -3.818], [-3.847, 0.080, -5.137], [-3.309, 0.809, -6.360], [-1.543, 4.139, -1.305], [-2.463, 2.698, -1.705], [-2.410, 4.043, -2.846], [-0.036, 2.258, -2.046], [0.108, 3.657, -3.086], [0.046, 1.651, -4.451], [-1.507, 2.485, -4.728], [-3.583, 1.772, -3.790], [-3.931, 0.230, -2.982], [-4.942, 0.063, -5.149], [-3.513, -0.959, -5.148], [-3.580, 1.870, -6.346], [-3.702, 0.377, -7.283], [-2.222, 0.730, -6.394]], "atomic_forces_ev_per_a": [[-0.2, -0.3, -0.4], [0.0, 0.0, 0.0], [0.0, 0.0, 0.0], [0.0, 0.0, 0.0], [0.0, 0.0, 0.0], [0.0, 0.1, 0.0], [-0.1, 0.0, -0.1], [0.1, 0.0, 0.0], [-0.3, 0.0, 0.0], [0.1, 0.0, 0.2], [0.1, 0.0, -0.1], [-0.1, 0.2, 0.0], [-0.1, 0.0, 0.0], [0.0, 0.0, 0.0], [0.0, -0.1, 0.0], [-0.1, 0.1, 0.1], [0.2, -0.3, -0.1], [0.0, 0.0, 0.0], [0.0, 0.0, 0.0], [0.0, 0.0, 0.0], [0.0, 0.0, 0.0], [0.0, 0.0, 0.0], [0.0, 0.0, 0.0], [0.0, 0.0, 0.0], [0.0, 0.0, 0.0], [0.0, 0.0, 0.0], [0.0, 0.0, 0.0], [0.0, 0.0, 0.0], [0.0, 0.0, 0.0], [0.0, 0.0, 0.0], [0.0, 0.0, 0.0], [0.0, 0.0, 0.0], [0.0, 0.0, 0.0], [0.0, 0.0, 0.0], [0.0, 0.0, 0.0], [0.0, 0.0, 0.0], [0.0, 0.0, 0.0], [0.0, 0.0, 0.0], [0.0, 0.0, 0.0], [0.0, 0.0, 0.0], [0.0, 0.0, 0.0], [0.0, 0.0, 0.0], [0.0, 0.0, 0.0], [0.0, 0.0, 0.0], [0.0, 0.0, 0.0], [0.1, 0.0, 0.0], [-0.4, -0.1, 0.2], [0.0, 0.0, 0.0], [0.6, 0.2, 0.0], [0.0, 0.0, -0.1], [0.0, 0.0, 0.0], [0.0, 0.0, 0.0], [0.0, 0.0, 0.0], [0.0, 0.0, 0.0], [0.0, 0.2, 0.1], [-0.2, 0.0, -0.1], [-0.1, -0.1, -0.1], [0.3, 0.4, -0.1], [0.0, -0.1, 0.1], [0.0, 0.0, 0.0], [0.0, 0.0, 0.0], [0.0, 0.0, 0.0], [0.0, 0.0, 0.0], [0.0, 0.0, 0.1], [0.2, 0.0, -0.2], [-0.1, 0.1, 0.3], [0.2, 0.1, -0.1], [-0.1, 0.0, 0.0], [-0.3, -0.2, 0.2], [-0.1, 0.0, 0.0], [0.1, 0.0, 0.0], [-0.1, -0.1, 0.0], [-0.1, 0.1, 0.3], [0.1, -0.2, -0.2], [0.0, 0.1, 0.0], [0.0, 0.0, 0.0], [0.0, 0.0, 0.0], [0.0, 0.0, 0.0], [0.0, 0.0, 0.0], [0.0, 0.0, 0.0], [0.0, 0.0, 0.0], [0.0, 0.0, 0.0], [0.0, 0.0, 0.0], [0.0, 0.0, 0.0], [0.0, 0.0, 0.0], [0.0, 0.0, 0.0], [0.0, 0.0, 0.0], [0.0, 0.0, 0.0], [0.0, 0.0, 0.0], [0.0, 0.0, 0.0], [0.0, 0.0, 0.0]], "charge": -2, "e_homo_ev": [-0.5417, -3.2025], "spin_multiplicity": 4, "orbital_gap_ev": [4.330, 6.986], "lumo_ha": [0.1392, 0.1390]}

***

(3)
{"formula": "C29H30As2N2O2RuS", "method": "the ωB97M-V functional and the def2-TZVPD basis", "elements": ["Ru", "C", "As", "C", "C", "C", "C", "C", "C", "C", "As", "C", "C", "H", "H", "H", "H", "H", "H", "H", "H", "H", "H", "H", "H", "H", "H", "H", "H", "O", "C", "C", "C", "C", "C", "C", "C", "N", "C", "C", "N", "H", "H", "H", "H", "H", "H", "H", "C", "C", "O", "S", "C", "C", "C", "C", "C", "C", "C", "C", "H", "H", "H", "H", "H", "H", "H"], "positions_angstrom": [[0.483, -0.828, -0.543], [-0.488, -1.821, 3.052], [0.909, -1.224, 1.846], [1.648, 0.289, 2.796], [2.331, -2.526, 1.982], [2.581, -3.264, 3.132], [3.643, -4.158, 3.159], [4.461, -4.310, 2.047], [4.227, -3.564, 0.900], [3.161, -2.673, 0.873], [2.801, -1.569, -0.662], [3.221, -2.586, -2.243], [4.060, -0.104, -0.610], [-0.294, -1.408, 4.040], [-0.502, -2.907, 3.121], [-1.451, -1.462, 2.693], [2.002, -0.048, 3.770], [0.880, 1.048, 2.914], [2.479, 0.709, 2.234], [1.953, -3.156, 4.008], [3.832, -4.740, 4.051], [5.284, -5.010, 2.073], [4.877, -3.687, 0.042], [2.771, -3.573, -2.173], [4.305, -2.671, -2.312], [2.839, -2.057, -3.113], [5.036, -0.496, -0.328], [3.734, 0.634, 0.119], [4.112, 0.357, -1.594], [0.502, -0.479, -2.471], [-0.151, -1.015, -3.480], [0.155, -0.566, -4.779], [-0.525, -1.063, -5.859], [-1.512, -2.047, -5.696], [-1.805, -2.512, -4.443], [-1.137, -2.003, -3.307], [-1.401, -2.548, -2.007], [-0.646, -2.429, -0.879], [-1.204, -3.281, 0.071], [-2.286, -3.881, -0.455], [-2.402, -3.407, -1.741], [0.916, 0.195, -4.889], [-0.296, -0.698, -6.852], [-2.025, -2.448, -6.558], [-2.537, -3.303, -4.343], [-0.753, -3.428, 1.033], [-2.977, -4.593, -0.040], [-3.120, -3.667, -2.397], [-3.843, 8.995, 1.254], [-4.148, 7.555, 0.996], [-4.605, 7.095, -0.001], [-3.805, 6.479, 2.467], [-2.976, 5.095, 1.806], [-2.478, 4.201, 2.774], [-1.786, 3.083, 2.396], [-1.574, 2.805, 1.028], [-2.095, 3.694, 0.067], [-2.786, 4.819, 0.444], [-0.859, 1.677, 0.633], [-0.199, 0.692, 0.278], [-4.003, 9.564, 0.343], [-2.823, 9.106, 1.618], [-4.507, 9.363, 2.040], [-2.644, 4.407, 3.824], [-1.410, 2.400, 3.147], [-1.953, 3.476, -0.984], [-3.200, 5.467, -0.311]], "atomic_forces_ev_per_a": [[-0.1, -0.1, -0.6], [0.0, 0.0, 0.0], [0.0, -0.1, 0.1], [0.0, 0.0, 0.0], [0.0, 0.0, 0.0], [0.0, 0.0, 0.0], [0.0, 0.0, 0.0], [0.0, 0.0, 0.0], [0.0, 0.0, 0.0], [0.0, 0.0, -0.1], [0.0, 0.3, 0.2], [0.0, 0.0, 0.0], [0.0, -0.1, 0.0], [0.0, 0.0, 0.0], [0.0, 0.0, 0.0], [0.0, 0.0, 0.0], [0.0, 0.0, 0.0], [0.0, 0.0, 0.0], [0.0, 0.0, 0.0], [0.0, 0.0, 0.0], [0.0, 0.0, 0.0], [0.0, 0.0, 0.0], [0.0, 0.0, 0.0], [0.0, 0.0, 0.0], [0.0, 0.0, 0.0], [0.0, 0.0, 0.0], [0.0, 0.0, 0.0], [0.0, 0.0, 0.0], [0.0, 0.0, 0.0], [0.3, -0.2, 0.2], [-0.2, 0.0, -0.1], [0.0, 0.0, 0.1], [0.0, 0.0, -0.1], [0.0, 0.0, 0.0], [0.0, 0.0, 0.1], [0.0, 0.1, -0.1], [0.1, -0.1, 0.1], [-0.3, 0.2, 0.0], [0.2, -0.1, 0.0], [0.0, 0.0, 0.0], [0.0, 0.0, 0.0], [0.0, 0.0, 0.0], [0.0, 0.0, 0.0], [0.0, 0.0, 0.0], [0.0, 0.0, 0.0], [0.0, 0.0, 0.0], [0.0, 0.0, 0.0], [0.0, 0.0, 0.0], [-0.1, 0.0, 0.1], [-0.1, -0.1, 0.0], [0.1, 0.0, -0.1], [0.2, 0.1, 0.0], [-0.2, -0.1, 0.0], [0.0, 0.0, 0.0], [0.0, 0.0, 0.0], [0.0, 0.0, -0.1], [0.0, 0.0, 0.0], [0.0, 0.0, 0.0], [0.0, 0.0, 0.1], [0.1, 0.1, 0.2], [0.0, 0.0, 0.0], [0.0, 0.0, 0.0], [0.0, 0.0, 0.0], [0.0, 0.0, 0.0], [0.0, 0.0, 0.0], [0.0, 0.0, 0.0], [0.0, 0.0, 0.0]], "charge": 2, "e_homo_ev": [-12.7590, -12.7593], "orbital_gap_ev": [5.509, 5.510], "lumo_ha": [-0.2664, -0.2664]}

***

(4)
{"formula": "C4H7NO2", "method": "the ωB97M-V functional and the def2-TZVPD basis", "elements": ["C", "C", "C", "C", "N", "O", "O", "H", "H", "H", "H", "H", "H", "H"], "positions_angstrom": [[-0.279, 0.092, 0.730], [0.310, 1.069, 1.690], [0.146, -1.498, -1.497], [0.349, -0.093, -1.021], [-1.271, 0.489, -0.148], [-1.640, 1.663, -0.152], [1.031, 0.756, -1.488], [-0.319, -0.964, 0.976], [1.206, 0.663, 2.158], [-0.426, 1.340, 2.454], [0.560, 1.995, 1.164], [-0.766, -1.927, -1.087], [0.093, -1.488, -2.587], [1.008, -2.098, -1.195]], "atomic_forces_ev_per_a": [[0.5, 0.3, -1.2], [0.1, 0.1, -0.2], [-0.2, 0.0, -0.2], [1.2, -0.2, 1.0], [-1.6, 0.6, 0.1], [0.5, -0.6, 0.2], [-0.6, -0.2, 0.2], [-0.1, 0.0, 0.0], [-0.1, 0.0, 0.1], [0.1, -0.1, 0.0], [0.0, -0.1, 0.0], [0.1, 0.0, 0.0], [0.0, 0.0, 0.1], [0.0, 0.1, 0.0]], "charge": 0, "e_homo_ev": -8.8144, "orbital_gap_ev": 8.708, "lumo_ha": -0.0039}

***

| no. | electronic energy (eV) |
| --- | --- |
| 1 | -118309.9352 |
| 2 | -117568.9254 |
| 3 | -172713.7867 |
| 4 | -9842.8982 |